[1]
The following is a quantum chemistry calculation of C22H40F4N2O26PdS4 as an isolated structure, from the Open Molecules 2025 dataset.

Structure (XYZ):
```
99
Properties=species:S:1:pos:R:3:forces:R:3
Pd -1.35860 -0.62040 -1.20323 1.6 1.9 -0.2
S 1.29756 -1.37961 0.88256 1.9 2.0 -0.5
S -3.88344 -2.05191 0.46357 -8.9 4.1 6.6
S -2.20801 -3.60294 -0.16163 5.7 -2.3 -2.9
S 2.11041 -0.76804 -1.18158 4.6 0.1 0.1
F -0.11239 -1.40602 1.71340 -0.5 -0.4 -0.9
F 1.75506 -0.57302 -2.74458 -0.9 0.6 -1.0
F -4.77867 -0.93061 -0.27358 0.4 0.4 -0.6
F -0.77803 -3.44273 -0.96671 -1.4 0.4 0.7
O -2.82708 3.32262 6.07754 -2.2 -1.9 0.5
O -2.68466 2.35456 2.02135 0.6 1.0 0.1
O -2.83891 -2.79303 -4.40085 -2.4 -1.4 -0.8
O 7.91704 0.16277 -0.26868 2.1 0.4 0.9
O -3.63733 -1.38523 1.74526 -0.5 -1.8 -1.5
O -1.70378 -4.00110 1.11794 -1.8 0.9 -0.5
O -4.90449 -3.12506 0.41960 3.4 1.0 -0.2
O -1.63748 0.88694 0.59100 -0.2 1.7 1.5
O 4.43192 -3.60310 3.23980 0.1 -2.0 2.9
O -0.61793 2.69430 1.68671 -1.7 -1.7 0.2
O -0.51244 1.24653 -2.50777 0.0 0.0 0.1
O -4.85254 2.20204 6.24998 0.9 -1.7 -0.7
O -2.85732 -4.50729 -1.06683 -0.5 0.8 1.1
O -0.04430 2.20920 -4.49963 -0.7 0.4 -0.3
O 4.73347 -2.10200 1.80318 0.7 4.1 0.5
O 4.47882 -1.48005 4.00503 0.6 -2.6 -3.2
O -1.38956 -1.74270 -3.15128 1.3 -0.3 -0.6
O -3.10689 1.16281 5.57787 -0.6 -1.2 0.3
O -0.00708 3.39523 -2.64176 -0.2 0.9 0.7
O 2.93989 -1.93156 -1.35582 0.3 -0.8 -0.5
O 1.75575 -2.72698 1.02524 -0.7 -1.1 0.5
O 7.96983 -1.45582 -1.84673 -2.0 2.0 2.4
O 1.89216 -0.27426 1.61447 -0.6 0.0 0.6
O 2.78190 0.48331 -0.88261 -0.6 0.4 -0.7
O -1.03000 -2.37634 -5.36727 0.8 -0.2 1.7
O 5.98135 -0.50402 -1.02113 1.5 -1.8 -0.9
N 0.66025 -0.94499 -0.70037 -4.0 -0.8 2.3
N -2.66555 -1.94455 -0.37783 2.9 -5.0 -1.9
C -5.10666 2.61361 2.53211 2.0 1.1 -0.7
C -5.53516 3.24649 6.78949 -1.0 2.5 0.8
C -3.54165 2.30280 6.02357 2.3 3.0 -0.8
C 0.19360 4.58862 -3.42910 0.6 0.3 -0.4
C -1.77944 1.02624 5.09984 1.3 -1.2 -1.5
C 4.57710 -4.34042 2.06321 0.4 -0.3 -0.4
C 4.98355 -3.23768 1.10969 -1.5 -1.5 -2.2
C -1.67433 -2.31528 -4.18918 -0.4 1.5 -0.2
C -3.94905 1.76446 1.95747 -1.8 -2.3 0.6
C 0.82172 -3.52857 -6.30007 0.6 0.3 0.7
C -1.64236 -0.40637 4.56558 0.3 -0.8 -0.1
C 5.68695 0.58757 -0.20842 -0.9 1.2 1.0
C -1.64431 1.83891 1.38723 1.3 0.6 -1.5
C -3.85406 -2.90453 -3.40519 -0.9 0.0 0.5
C 0.62128 2.66102 0.98540 0.3 0.2 -0.3
C -0.11359 0.93960 -5.21928 2.0 -0.1 1.5
C 4.57454 -2.32043 3.07579 -1.1 3.3 3.6
C 0.43372 -2.47992 -5.27550 -0.3 1.1 -0.4
C 6.98890 0.91109 0.50075 -0.4 0.3 -0.3
C 7.35808 -0.69148 -1.08540 -0.8 -1.5 -2.6
C 0.50486 5.73787 -2.52577 0.3 -0.1 1.8
C -0.17893 2.20391 -3.15977 -0.7 -0.5 -1.4
H -0.27603 5.94782 -1.79486 -0.4 0.1 -0.4
H 4.86964 0.40330 0.48881 0.0 -0.5 -0.2
H 1.40343 2.90891 1.70296 -0.1 -0.3 0.1
H 0.78007 6.65054 -3.05435 -0.1 -0.2 -0.2
H 3.61607 -4.83263 1.91401 0.2 0.0 -0.6
H 4.21242 -3.18057 0.34143 0.8 -0.3 -1.0
H -4.80204 -2.50172 -3.76180 0.3 0.3 -0.6
H 5.40166 -5.05254 2.09631 -0.2 -0.3 0.6
H 1.08234 4.45203 -4.04519 -0.3 -0.3 -0.4
H -3.87628 0.88189 2.59298 -0.2 -0.3 -0.2
H 5.36154 1.43298 -0.81463 0.0 -0.1 -0.3
H -4.06941 -3.96145 -3.24816 0.5 0.1 0.2
H -1.69527 -1.21031 5.29974 -0.5 0.3 0.4
H 6.02945 -3.26367 0.80392 -0.2 -0.2 -0.3
H -0.70417 0.20497 -4.67190 -0.3 0.3 -0.3
H 0.55207 3.50214 0.29560 0.2 -0.3 -0.4
H -6.03805 2.08101 2.72434 0.4 -0.2 -0.1
H -5.26388 3.44094 1.84007 -0.5 0.0 -0.1
H 0.40940 -3.31211 -7.28558 -0.3 0.0 0.2
H 7.20266 1.97300 0.37926 0.3 -0.1 0.2
H -0.27480 1.02444 -6.29394 -0.6 0.6 0.4
H 7.03827 0.63307 1.55354 0.0 -0.2 -0.1
H -5.41642 3.29800 7.87178 -0.3 -0.3 0.1
H 0.52432 -4.51266 -5.93779 0.0 0.0 -0.3
H 1.90410 -3.48632 -6.42146 0.1 -0.3 0.1
H 0.74289 -2.56337 -4.23360 -0.1 -0.9 0.0
H -0.99800 1.27275 5.81863 -0.4 0.0 0.4
H -0.70053 -0.65898 4.07852 0.5 0.9 0.1
H -4.17293 1.41263 0.95039 0.1 0.1 -0.1
H -4.69410 3.10141 3.41525 -0.4 -0.2 0.4
H -2.31901 -0.65270 3.74732 -0.5 0.3 0.3
H -0.67562 4.89016 -4.01358 -0.1 -0.8 -0.2
H 0.81878 -1.48215 -5.48595 0.1 -0.1 -0.6
H 0.92892 0.64975 -5.08787 0.0 -0.8 -0.4
H -3.64149 -2.38238 -2.47230 0.4 -0.3 -0.3
H 1.32456 5.46125 -1.86269 0.4 0.0 -0.2
H -5.22899 4.23356 6.44297 0.5 -0.1 -0.3
H -6.58087 3.19631 6.48605 0.0 -0.5 0.3
H 0.83122 1.70359 0.50858 0.0 0.1 0.0
H -1.59961 1.65262 4.22611 -0.3 0.5 0.3
```
Positions in Å, forces in eV/Å.

2S+1 ... 4
⟨S²⟩ ... 3.755
Lowest unoccupied orbital energy (alpha / beta) ... 1.69 / -0.39 eV
Total charge ... -1

=====

[2]
The following is a quantum chemistry calculation of C22H40N2O2S3SbScSi as an isolated structure, from the Open Molecules 2025 dataset.

Structure (XYZ):
```
72
Properties=species:S:1:pos:R:3:forces:R:3
Sb -2.39412 3.57820 1.78278 -0.2 -0.2 0.0
Sc -1.29884 0.60591 0.71194 -0.5 1.0 0.0
S -2.55823 2.56683 -0.35083 0.4 -0.3 -0.1
S -4.33387 2.35263 2.75984 0.1 -0.1 0.1
S -0.71554 2.16487 2.65108 0.1 -0.4 0.0
Si 1.24243 0.55806 -0.87843 -0.2 -0.3 0.1
O -1.87228 -2.00683 -1.27393 0.0 -0.1 0.0
O -3.75483 0.75600 2.89042 -0.1 0.1 0.0
N -3.26033 0.16680 1.71137 0.2 0.3 0.0
N -2.31471 -1.13177 -0.27192 -0.1 0.3 0.2
C 1.72274 3.34783 -0.65323 0.1 0.1 0.0
C -5.65529 -0.33319 1.14603 0.0 -0.1 0.2
C -1.29467 -0.87478 4.57595 0.0 0.0 0.0
C 0.82857 0.79905 -2.79416 -0.1 0.1 -0.1
C 1.97435 1.27026 -3.69863 0.0 0.0 -0.1
C -0.97870 -2.47278 2.80658 0.1 0.0 0.0
C 1.35131 -2.31557 -0.75375 0.0 -0.1 0.0
C 0.92555 -1.37148 3.79249 -0.1 -0.1 0.0
C -3.64260 -1.17702 -0.11799 0.1 -0.1 -0.1
C -4.52723 -1.99337 -1.01399 0.0 0.0 0.0
C 2.65878 2.02183 1.18262 0.1 0.1 0.1
C 0.39619 -2.27265 2.87307 0.0 0.0 0.1
C -1.82273 -1.77184 3.66092 0.0 -0.1 0.1
C 0.26111 -0.48778 -3.40994 -0.1 0.0 -0.1
C 3.82899 2.05067 -0.96817 0.0 0.1 0.0
C -0.31231 1.82054 -2.94945 0.0 0.0 -0.1
C 2.29519 -1.10617 -0.71622 0.1 -0.1 -0.1
C -4.17249 -0.42053 0.94582 -0.1 -0.3 -0.1
C 2.42814 2.01940 -0.33694 0.1 0.1 0.1
C 3.39859 -1.34939 -1.75634 0.0 0.0 0.0
C 2.97014 -1.16518 0.65805 0.1 0.0 0.1
C 0.07867 -0.67654 4.64222 0.0 0.1 0.0
H 2.27829 -0.91774 1.46616 0.0 0.0 0.0
H -0.60355 -0.85988 -2.85359 0.1 0.1 -0.1
H 1.60407 1.33992 -4.73344 0.0 0.0 0.1
H 0.69744 3.36925 -0.27147 0.0 0.0 0.0
H -0.54137 1.94619 -4.02045 0.0 0.0 0.1
H -6.15793 -0.23848 0.18372 0.0 0.0 0.0
H -0.08379 2.80364 -2.54034 0.0 0.0 0.0
H 3.27034 2.89983 1.44722 -0.1 -0.1 0.0
H -5.37204 -2.39765 -0.45700 0.0 0.0 0.0
H 1.68689 3.55535 -1.72341 0.0 0.0 0.0
H 1.05594 -2.81995 2.21149 0.0 0.0 0.0
H 2.32978 2.26263 -3.42712 0.0 0.1 0.0
H 0.84893 -2.42333 -1.71813 0.0 0.0 0.0
H -1.22626 1.48197 -2.46009 0.0 0.0 0.0
H 3.00416 -1.53174 -2.75511 -0.1 0.0 -0.1
H -6.04635 -1.22951 1.64053 0.0 0.0 0.0
H 3.97937 -2.24172 -1.47310 0.0 0.0 0.0
H 3.82515 2.04317 -2.05595 0.0 0.0 0.0
H 0.98953 -1.29309 -3.49862 0.1 0.0 0.0
H -4.92728 -1.38446 -1.83241 0.0 0.0 0.0
H 1.91434 -3.24756 -0.58858 0.0 0.1 0.0
H 2.83115 0.59352 -3.70371 0.0 0.0 0.1
H 4.09869 -0.51627 -1.82608 0.0 0.0 0.0
H 0.48393 0.05368 5.33175 0.0 0.0 0.0
H -0.09532 -0.26540 -4.42719 0.0 0.0 0.1
H 0.60106 -2.24975 0.04341 0.0 0.0 -0.1
H -0.91308 -1.92416 -1.21897 0.0 0.0 0.0
H 2.27107 4.17462 -0.17678 0.0 -0.1 0.0
H 4.44720 1.21428 -0.63348 0.0 0.0 0.0
H 1.72787 2.10106 1.73472 -0.1 0.0 0.1
H 1.99509 -1.20011 3.82984 0.0 0.0 0.0
H -2.89167 -1.92414 3.61094 0.0 0.1 -0.1
H -3.97273 -2.81472 -1.45844 0.0 0.0 0.0
H -1.95897 -0.29380 5.20126 0.0 0.0 0.0
H 3.82276 -0.48956 0.72903 0.0 -0.1 -0.1
H -1.38897 -3.18227 2.09701 0.0 0.1 0.0
H -5.91791 0.52686 1.75198 0.0 0.0 0.0
H 3.34740 -2.18446 0.83816 0.0 0.1 0.0
H 4.34213 2.97035 -0.64740 0.0 -0.1 0.0
H 3.19265 1.14149 1.53636 0.0 0.1 0.0
```
Positions in Å, forces in eV/Å.

2S+1 ... 2
⟨S²⟩ ... 0.758
Lowest unoccupied orbital energy (alpha / beta) ... 2.56 / 2.54 eV
Total charge ... -1
Relative energy (zero: lowest compared OMol25 entry of this formula, charge and spin) ... 357.0 kJ/mol

=====

[3]
The following is a quantum chemistry calculation of C22H41AlBeClF15K2NO8PS as an isolated structure, from the Open Molecules 2025 dataset.

Structure (XYZ):
```
94
Properties=species:S:1:pos:R:3:forces:R:3
K -3.19822 4.54393 -3.42409 7.1 -4.7 -12.8
K 0.84032 -5.44730 7.06110 1.1 4.8 3.3
Cl 2.85945 4.94181 2.57837 -0.5 -1.0 0.9
S -4.49346 4.49212 -1.30842 -1.4 -0.3 4.0
P -1.18016 1.73345 -1.61767 -1.8 1.1 -3.3
Al 7.61320 7.72014 -3.52922 0.0 0.0 0.1
F 6.41073 4.68776 -1.55785 -2.0 -2.6 2.3
F 6.42465 8.42208 -2.41898 1.2 -0.7 -1.1
F 4.73971 4.28772 0.05212 3.8 -1.7 -2.5
F 6.90816 3.77207 0.42583 -2.1 -0.3 -2.1
F 2.86884 5.27812 0.42439 -2.5 -1.1 -1.5
F 4.37674 3.36219 -2.95301 0.9 -2.4 2.0
F 2.25685 2.01422 -2.70464 2.2 -0.5 2.2
F -0.49872 -1.57289 0.40490 -0.5 2.5 -0.7
F 6.97981 1.90782 -1.61873 -2.7 0.9 1.1
F 8.84936 6.85292 -2.60182 -1.2 0.8 -0.9
F 5.22120 1.29075 -3.22897 -1.8 1.4 2.2
F 6.80029 6.59181 -4.62889 0.7 1.0 1.0
F 5.49803 1.45289 0.02429 -0.2 1.7 -2.4
F 2.94619 2.40279 -0.54419 0.1 -0.5 -0.6
F 8.37871 9.01252 -4.47000 -0.7 -1.2 0.9
O -4.54563 -3.40012 0.56744 0.1 1.4 0.6
O -3.12191 -3.73720 -1.11301 0.7 0.1 -0.2
O 0.32365 1.86731 -0.72621 2.3 -1.5 1.6
O -3.53086 3.55934 -1.85140 -2.6 -3.1 6.4
O -5.89174 4.15281 -1.14964 0.0 0.0 -0.8
O -1.51869 0.12508 -1.03736 1.4 -0.9 3.3
O -8.17818 5.69525 -3.02012 -0.3 0.2 0.3
O -4.34780 -5.33239 -0.16281 0.4 -1.9 -0.3
N -0.74243 -6.47687 2.33083 -0.2 -0.7 0.1
C 3.08183 0.07748 -1.53356 -0.6 -0.7 0.0
C 5.71944 2.31813 -1.08769 2.5 -0.5 -0.1
C 0.75850 0.51195 -0.35833 -0.4 -1.1 0.9
C -3.86631 5.11003 0.24054 0.3 0.3 0.3
C -0.65378 -0.17161 0.09136 0.8 1.8 -1.6
C -2.10069 -5.84342 2.09114 0.2 0.0 -0.1
C -0.24708 -7.13371 1.02795 0.1 0.3 -0.1
C 1.19534 -5.13786 0.51468 0.1 0.0 -0.1
C -0.92364 -7.61563 3.35796 0.0 0.6 -0.3
C -3.95969 -4.13480 -0.28512 -0.7 0.1 0.5
C 0.26670 -5.45282 2.81223 0.0 0.0 -0.3
C 0.65611 -4.44049 1.74918 -0.1 0.2 -0.2
C 4.64364 2.15978 -2.24980 0.0 0.5 -2.1
C -3.85808 7.07377 -1.20145 -0.1 0.4 0.5
C -4.36233 6.03841 -2.20606 -0.5 2.7 0.4
C 0.16549 -6.11411 -0.02564 -0.2 0.2 -0.2
C 3.23057 1.63568 -1.72213 -0.9 -1.0 -2.7
C -3.03442 6.32729 -0.14756 0.1 0.0 -0.2
C -0.93490 -7.18559 4.82887 0.0 -0.2 0.0
C 5.89653 3.80856 -0.58153 1.4 2.6 2.2
C 0.44549 -7.14634 5.48406 -0.2 -1.4 -0.8
C 1.52139 -0.32370 -1.49124 0.3 -0.1 0.7
Be 1.56245 3.20062 0.24072 0.7 1.4 -0.3
H 1.15946 -6.01178 3.10502 -0.1 -0.1 0.0
H -1.45788 -6.23694 4.97942 -0.1 -0.1 -0.1
H -0.12848 -8.34577 3.18552 0.0 0.2 0.0
H -7.40202 5.27013 -2.56448 0.2 -0.3 0.2
H 0.58731 -6.64477 -0.88456 -0.2 -0.1 0.2
H -0.70856 -5.57079 -0.39879 0.0 0.0 0.0
H -3.27198 7.85005 -1.69724 -0.1 -0.1 0.0
H -1.04742 -7.78266 0.66295 0.0 0.1 0.2
H -0.94283 0.46500 0.99918 -0.1 -1.6 -0.8
H 3.63498 -0.34878 -0.62032 -0.8 1.1 -1.3
H 3.51721 -0.46281 -2.44706 -0.4 1.2 1.2
H 1.39050 0.63451 0.59908 -0.6 -0.4 -1.4
H -0.64796 1.05153 -2.76799 0.7 0.2 0.4
H 1.43474 -1.43347 -1.19229 0.2 1.7 -0.3
H -0.19246 -3.80235 1.48519 0.1 0.0 0.0
H -7.90246 6.13863 -3.87085 0.1 0.0 -0.2
H -0.75020 2.96222 -2.29203 -0.2 0.6 0.3
H -0.16063 -4.93446 3.67443 -0.1 -0.2 0.0
H -5.34142 6.30845 -2.60686 0.1 -0.2 -0.1
H 1.01866 -8.04759 5.25244 -0.1 0.1 0.0
H -2.08063 6.00740 -0.58111 0.0 0.0 0.2
H -1.51199 -7.93817 5.37627 0.0 0.1 -0.2
H 1.42417 -3.77877 2.15896 -0.1 -0.1 0.2
H 1.45427 -4.39952 -0.24788 -0.1 -0.1 0.1
H 1.05681 -0.25008 -2.52923 0.5 0.2 1.6
H -2.77910 -6.61292 1.71900 0.0 0.2 -0.1
H -1.87182 -8.09750 3.10841 0.1 0.2 -0.1
H -8.91294 5.04148 -3.17211 0.0 -0.1 0.0
H -4.72198 5.39786 0.85492 0.0 -0.1 -0.1
H -1.86066 2.46205 -0.57487 0.3 -0.5 0.4
H 0.61552 -7.75337 1.29215 -0.1 0.1 0.2
H -2.46815 -5.43644 3.03426 0.1 0.0 -0.1
H -3.65235 5.89783 -3.02489 -2.9 6.0 2.7
H -2.40664 1.87475 -2.37897 0.1 -0.8 0.1
H 2.11887 -5.67373 0.76755 0.0 0.0 0.0
H -2.00524 -5.04973 1.35207 -0.2 -0.1 0.0
H -2.81735 6.95598 0.71697 0.0 -0.1 -0.1
H 0.34062 -7.08774 6.57050 -0.7 -2.7 -1.4
H -3.28664 4.33463 0.74223 -0.1 -0.1 -0.2
H 1.03548 -6.27779 5.18283 0.0 -0.7 -0.8
H -4.70946 7.56365 -0.71868 0.1 0.0 0.0
```
Positions in Å, forces in eV/Å.

Lowest unoccupied orbital energy ... -3.31 eV
Total charge ... 0